No. 1
DFT (wB97M-V/def2-TZVPD) results for a 8-piece molecular cluster, C26H36O24 overall in a non-equilibrium geometry.

Calculated values
lowest unoccupied orbital energy	-0.013	Ha
gap between HOMO and LUMO	9.93	eV
multiplicity	1
SMILES string	C[C@H]1COC(=O)O1.C[C@H]1COC(=O)O1.O=C1OCCO1.O=C1OCCO1.O=C1OCCO1.O=C1OCCO1.O=C1OCCO1.O=C1OCCO1
energy relative to the best compared isomer or geometry (same formula, charge and spin)	217.51	kJ/mol

Last column: Löwdin charge in e.
Element x y z (Å)
C1 -4.673 0.921 2.460  -0.140
C2 -4.949 0.814 0.970  -0.152
O1 -6.310 1.150 0.799  0.068
C3 -6.793 1.575 2.023  -0.515
O2 -7.906 2.024 2.192  0.137
O3 -5.769 1.674 2.891  0.062
H1 -3.763 1.451 2.734  0.123
H2 -4.733 -0.055 2.944  0.131
H3 -4.586 -0.189 0.745  0.129
H4 -4.283 1.524 0.482  0.106
C4 1.483 -3.985 3.062  -0.138
C5 2.525 -5.052 2.760  -0.096
O4 3.465 -4.301 2.028  0.100
C6 3.019 -3.140 1.653  -0.592
O5 3.594 -2.359 0.924  0.154
O6 1.879 -2.899 2.290  0.050
H5 1.502 -3.709 4.118  0.129
H6 0.452 -4.258 2.837  0.133
H7 2.025 -5.801 2.144  0.133
H8 2.958 -5.522 3.640  0.137
C7 0.793 -0.398 -0.554  -0.097
C8 -0.205 -1.550 -0.561  -0.086
O7 -1.394 -0.897 -0.118  0.080
C9 -1.173 0.387 0.167  -0.583
O8 -2.011 1.234 0.460  0.105
O9 0.086 0.680 0.060  0.088
H9 1.167 -0.214 -1.559  0.126
H10 1.588 -0.731 0.112  0.115
H11 0.103 -2.240 0.223  0.124
H12 -0.252 -1.926 -1.580  0.116
C10 3.545 -2.000 -5.282  -0.167
C11 4.701 -1.997 -4.348  -0.093
O10 4.159 -2.764 -3.238  0.075
C12 2.798 -2.743 -3.326  -0.505
O11 2.007 -3.071 -2.459  0.131
O12 2.412 -2.112 -4.472  0.045
H13 3.551 -2.891 -5.913  0.137
H14 3.542 -1.110 -5.910  0.135
H15 5.079 -1.045 -3.980  0.127
H16 5.437 -2.613 -4.864  0.135
C13 -2.052 -2.948 -5.934  -0.128
C14 -1.801 -2.048 -4.780  -0.159
O13 -2.932 -2.277 -3.970  0.067
C15 -3.960 -2.584 -4.829  -0.510
O14 -5.158 -2.622 -4.544  0.129
O15 -3.473 -2.906 -6.040  0.066
H17 -1.769 -3.999 -5.900  0.141
H18 -1.626 -2.444 -6.802  0.133
H19 -1.440 -1.046 -5.013  0.137
H20 -0.978 -2.498 -4.220  0.125
C16 2.922 3.021 -3.135  -0.107
C17 3.603 1.935 -3.943  -0.122
O16 4.217 1.211 -2.917  0.063
C18 3.692 1.435 -1.737  -0.554
O17 3.688 0.674 -0.770  0.136
O18 2.798 2.425 -1.846  0.058
H21 1.900 3.195 -3.469  0.137
H22 3.519 3.925 -3.017  0.137
H23 4.373 2.310 -4.616  0.139
H24 2.820 1.398 -4.480  0.131
C19 -0.018 4.596 -0.071  -0.002
C20 -0.306 5.171 1.319  -0.291
C21 -1.509 4.522 2.011  -0.070
O19 -1.060 4.387 3.362  0.074
C22 0.264 4.464 3.396  -0.603
O20 0.970 4.194 4.338  0.131
O21 0.751 4.811 2.218  0.086
H25 -0.008 3.507 -0.033  0.074
H26 0.956 4.920 -0.436  0.082
H27 -0.873 4.948 -0.649  0.091
H28 -0.382 6.254 1.419  0.156
H29 -1.667 3.462 1.808  0.122
H30 -2.416 5.111 1.888  0.140
C23 0.384 0.249 3.686  0.007
C24 -0.784 -0.320 4.514  -0.272
C25 -0.509 -0.579 5.967  -0.107
O22 -1.258 0.373 6.721  0.074
C26 -2.015 1.098 5.884  -0.546
O23 -2.775 1.938 6.313  0.147
O24 -1.737 0.760 4.611  0.065
H31 1.163 -0.445 3.369  0.076
H32 0.940 1.006 4.244  0.093
H33 0.100 0.874 2.839  0.075
H34 -1.251 -1.201 4.076  0.148
H35 0.536 -0.587 6.278  0.136
H36 -0.907 -1.527 6.334  0.129

=====

No. 2
DFT (wB97M-V/def2-TZVPD) results for the molecule C5H7NO.

Calculated values
lowest unoccupied orbital energy	0.005	Ha
gap between HOMO and LUMO	8.87	eV
multiplicity	1
energy relative to the best compared isomer or geometry (same formula, charge and spin)	553.85	kJ/mol

Last column: Löwdin charge in e.
Element x y z (Å)
O1 -3.152 -0.323 0.413  -0.031
C1 -2.102 0.227 0.716  -0.496
N1 -1.082 0.521 -0.457  0.034
C2 -0.440 -0.618 -0.175  -0.184
C3 1.033 -0.853 -0.392  -0.158
C4 1.923 0.306 -0.327  -0.141
C5 2.705 1.220 -0.346  0.124
H1 -1.981 1.104 1.380  0.141
H2 -0.507 1.355 -0.340  0.118
H3 -1.052 -1.513 -0.280  0.131
H4 -1.215 -0.533 1.349  0.161
H5 1.391 -1.665 0.249  0.128
H6 1.065 -1.248 -1.421  0.140
H7 3.414 2.020 -0.370  0.033

=====

No. 3
DFT (wB97M-V/def2-TZVPD) results for a 2-piece molecular cluster, C3H9N3O overall in a non-equilibrium geometry.

Calculated values
lowest unoccupied orbital energy	-0.259	Ha
gap between HOMO and LUMO	11.78	eV
multiplicity	1
charge	+2
energy relative to the best compared isomer or geometry (same formula, charge and spin)	112.88	kJ/mol

Last column: Löwdin charge in e.
Element x y z (Å)
C1 -3.228 0.245 0.410  -0.149
C2 0.878 0.274 -0.740  -0.144
C3 2.032 0.316 0.176  -0.134
N1 -3.955 0.275 -0.632  0.229
N2 -2.515 0.104 1.317  0.348
N3 3.193 -0.792 0.193  0.252
O1 0.703 -0.125 0.545  0.003
H1 0.836 -0.406 -1.540  0.112
H2 2.289 1.312 0.586  0.177
H3 -4.919 -0.266 -0.701  0.244
H4 -3.723 0.875 -1.409  0.154
H5 0.464 1.229 -1.076  0.135
H6 -2.353 0.272 2.330  0.185
H7 2.854 -1.635 -0.445  0.230
H8 3.391 -1.128 1.212  0.222
H9 4.052 -0.551 -0.225  0.135

=====

No. 4
DFT (wB97M-V/def2-TZVPD) results for C36H69Br18FGaO as an isolated structure in a non-equilibrium geometry.

Calculated values
lowest unoccupied orbital energy	0.051	Ha
gap between HOMO and LUMO	6.73	eV
multiplicity	1
charge	-1

Last column: Löwdin charge in e.
Element x y z (Å)
C1 -2.459 -3.729 1.750  -0.076
C2 -3.337 -3.233 1.092  -0.212
Ga1 -4.602 -2.154 -0.044  0.349
C3 -3.783 -2.009 -1.876  -0.287
C4 -4.682 -1.305 -2.896  -0.315
C5 -3.905 -0.771 -4.100  -0.254
C6 -2.962 -1.757 -4.806  -0.188
C7 -1.473 -1.391 -4.650  -0.242
C8 -0.625 -2.413 -3.890  -0.195
C9 0.850 -2.021 -3.810  -0.227
C10 1.236 -0.994 -2.733  -0.180
C11 0.983 0.486 -3.081  -0.182
C12 -0.161 1.166 -2.311  -0.206
C13 0.288 2.013 -1.101  -0.253
C14 -0.173 1.572 0.287  -0.213
C15 0.312 0.199 0.763  -0.238
C16 -0.646 -0.959 0.517  -0.099
C17 -4.867 -0.256 0.717  -0.170
C18 -4.157 0.086 1.952  -0.547
O1 -3.845 -0.564 2.886  0.109
F1 -3.814 1.437 2.008  0.003
H1 -1.530 -3.955 2.224  -0.007
H2 -6.027 -2.904 -0.064  -0.063
H3 -3.554 -3.025 -2.199  0.045
H4 -2.825 -1.488 -1.827  0.032
H5 -5.449 -2.008 -3.225  0.102
H6 -5.167 -0.459 -2.412  0.048
H7 -3.332 0.083 -3.728  0.007
H8 -4.611 -0.367 -4.830  0.100
H9 -3.201 -1.705 -5.868  0.094
H10 -3.133 -2.785 -4.496  0.104
H11 -1.422 -0.456 -4.103  0.056
H12 -0.992 -1.216 -5.610  0.080
H13 -0.681 -3.345 -4.463  0.109
H14 -1.043 -2.642 -2.911  0.104
H15 1.420 -2.926 -3.593  0.073
H16 1.181 -1.687 -4.795  0.056
H17 0.768 -1.270 -1.791  0.087
H18 2.311 -1.117 -2.575  0.093
H19 0.787 0.547 -4.151  0.091
H20 1.896 1.054 -2.909  0.094
H21 -0.666 1.833 -3.010  0.068
H22 -0.914 0.441 -2.011  0.076
H23 -0.117 3.017 -1.247  0.004
H24 1.370 2.138 -1.085  0.070
H25 0.231 2.314 0.981  0.063
H26 -1.255 1.638 0.381  0.093
H27 1.310 -0.018 0.379  0.104
H28 0.431 0.259 1.847  0.090
H29 -1.579 -0.815 1.055  0.060
H30 -0.895 -1.094 -0.531  0.039
H31 -0.192 -1.890 0.850  0.071
H32 -4.608 0.454 -0.072  -0.007
H33 -5.928 -0.125 0.931  0.067
Br1 -1.464 -3.897 7.401  0.613
C19 -2.062 -2.325 6.413  -0.669
C20 -1.557 -2.332 5.000  -0.679
Br2 0.340 -1.879 4.929  0.603
H34 -1.718 -1.462 6.972  0.049
H35 -3.148 -2.364 6.430  0.064
H36 -2.065 -1.576 4.404  0.047
H37 -1.670 -3.296 4.517  0.032
Br3 2.176 4.749 -3.061  0.631
C21 2.477 6.161 -1.760  -0.710
C22 3.188 5.656 -0.537  -0.694
Br4 2.001 4.631 0.614  0.685
H38 1.505 6.583 -1.527  0.011
H39 3.083 6.908 -2.269  0.045
H40 3.533 6.491 0.067  -0.008
H41 4.025 5.008 -0.778  0.051
Br5 3.097 -1.633 -7.022  0.632
C23 4.325 -2.501 -5.790  -0.700
C24 4.462 -3.974 -6.067  -0.704
Br6 2.902 -4.980 -5.500  0.606
H42 3.949 -2.296 -4.792  0.045
H43 5.282 -2.005 -5.929  0.041
H44 5.299 -4.385 -5.506  0.006
H45 4.592 -4.183 -7.124  0.048
Br7 3.895 9.351 0.009  0.656
C25 3.244 10.523 -1.402  -0.685
C26 1.824 10.961 -1.161  -0.698
Br8 0.547 9.549 -1.548  0.643
H46 3.361 9.984 -2.336  0.050
H47 3.911 11.382 -1.393  0.056
H48 1.565 11.779 -1.829  0.056
H49 1.655 11.263 -0.133  0.049
Br9 3.973 -2.957 7.809  0.592
C27 2.317 -3.955 8.046  -0.710
C28 2.106 -4.351 9.482  -0.721
Br10 3.260 -5.833 10.011  0.601
H50 2.370 -4.811 7.382  0.056
H51 1.523 -3.290 7.715  0.001
H52 1.094 -4.711 9.637  -0.027
H53 2.311 -3.541 10.173  0.048
Br11 -0.869 4.935 -4.980  0.567
C29 -2.559 4.290 -5.697  -0.678
C30 -2.802 2.857 -5.309  -0.724
Br12 -1.692 1.624 -6.320  0.690
H54 -2.519 4.432 -6.772  0.045
H55 -3.327 4.931 -5.271  0.056
H56 -3.830 2.569 -5.521  0.060
H57 -2.587 2.674 -4.261  -0.064
Br13 5.302 -5.559 -2.600  0.633
C31 6.790 -4.707 -1.680  -0.696
C32 6.935 -3.254 -2.037  -0.679
Br14 7.748 -3.023 -3.792  0.618
H58 7.680 -5.280 -1.919  0.047
H59 6.564 -4.812 -0.621  0.058
H60 7.612 -2.761 -1.343  0.057
H61 5.986 -2.730 -2.053  0.052
Br15 -3.679 2.010 -2.131  0.869
C33 -3.928 3.226 -0.637  -0.640
C34 -3.740 4.660 -1.052  -0.662
Br16 -1.860 5.097 -1.317  0.648
H62 -3.233 2.915 0.134  0.033
H63 -4.945 3.057 -0.289  0.067
H64 -4.089 5.329 -0.270  0.057
H65 -4.245 4.892 -1.984  0.045
Br17 -0.183 -7.014 13.993  0.604
C35 0.908 -5.485 13.486  -0.699
C36 0.071 -4.259 13.236  -0.683
Br18 -0.861 -4.352 11.532  0.652
H66 1.480 -5.785 12.613  0.012
H67 1.583 -5.319 14.323  0.058
H68 0.706 -3.377 13.174  0.059
H69 -0.686 -4.106 13.998  0.047

=====

No. 5
DFT (wB97M-V/def2-TZVPD) results for C26H59MgN4PSi3 as an isolated structure in a non-equilibrium geometry.

Calculated values
lowest unoccupied orbital energy	-0.191	Ha
gap between HOMO and LUMO	8.08	eV
multiplicity	1
charge	+2

Last column: Löwdin charge in e.
Element x y z (Å)
Mg1 0.143 -0.110 -0.077  0.566
N1 1.214 2.824 -4.073  0.247
C1 1.632 2.168 -2.796  -0.350
C2 2.718 1.202 -3.080  -0.117
C3 3.132 0.448 -1.854  -0.379
N2 2.075 -0.422 -1.415  0.032
C4 3.542 1.387 -0.716  -0.048
C5 2.399 2.460 -0.360  -0.286
N3 1.173 1.945 0.284  0.018
C6 1.999 3.190 -1.707  -0.066
H1 1.215 2.122 -4.854  0.196
H2 1.981 3.454 -4.324  0.176
H3 0.327 3.316 -4.145  0.164
H4 0.766 1.586 -2.548  0.101
H5 3.619 1.663 -3.482  0.147
H6 2.440 0.518 -3.846  0.124
H7 4.033 -0.147 -2.049  0.161
H8 2.530 -1.105 -0.783  0.088
H9 1.711 -0.940 -2.233  0.115
H10 4.457 1.956 -0.830  0.134
H11 3.561 0.673 0.115  0.092
H12 2.874 3.198 0.278  0.138
H13 0.402 2.648 0.417  0.109
H14 1.469 1.678 1.248  0.020
H15 2.849 3.793 -2.184  0.157
H16 1.105 3.869 -1.510  0.136
C7 -2.219 -2.370 1.196  -0.136
Si1 -2.655 -0.513 1.143  0.448
C8 -4.489 -0.199 1.229  -0.169
C9 -1.992 0.362 2.699  -0.169
C10 -1.866 0.247 -0.482  -0.514
Si2 -2.571 1.916 -0.816  0.354
C11 -4.334 1.933 -1.488  -0.151
C12 -2.455 2.995 0.715  -0.164
C13 -1.519 2.799 -2.111  -0.188
Si3 -2.196 -0.827 -1.937  0.429
C14 -1.833 -0.097 -3.637  -0.145
C15 -3.787 -1.741 -2.183  -0.173
C16 -1.021 -2.331 -1.683  -0.316
C17 -1.293 -3.544 -2.322  -0.044
C18 -0.567 -4.714 -2.035  0.000
C19 0.486 -4.580 -1.141  -0.047
C20 0.813 -3.327 -0.704  -0.134
N4 0.128 -2.192 -0.988  -0.033
H17 -2.792 -2.996 1.896  0.064
H18 -1.237 -2.516 1.570  -0.016
H19 -2.173 -2.770 0.208  -0.008
H20 -5.027 -0.740 2.015  0.049
H21 -5.004 -0.433 0.257  0.040
H22 -4.642 0.897 1.312  0.026
H23 -2.285 -0.253 3.528  0.038
H24 -2.374 1.434 2.733  0.050
H25 -0.939 0.515 2.648  -0.048
H26 -5.028 1.927 -0.650  0.029
H27 -4.677 1.239 -2.208  0.012
H28 -4.487 2.920 -1.986  0.057
H29 -3.336 2.742 1.289  0.024
H30 -2.506 4.050 0.517  0.037
H31 -1.592 2.818 1.376  0.022
H32 -1.675 3.903 -1.975  0.067
H33 -1.732 2.512 -3.126  0.006
H34 -0.457 2.602 -1.863  -0.021
H35 -2.317 0.839 -3.791  0.004
H36 -2.270 -0.671 -4.393  0.021
H37 -0.774 0.075 -3.865  0.024
H38 -4.718 -1.129 -1.907  0.057
H39 -3.847 -2.618 -1.567  0.029
H40 -4.049 -2.044 -3.226  0.060
H41 -2.146 -3.573 -2.997  0.108
H42 -0.869 -5.633 -2.497  0.118
H43 1.053 -5.397 -0.773  0.108
H44 1.781 -3.400 -0.141  0.108
C21 2.303 0.971 4.834  -0.116
C22 1.789 1.054 3.380  -0.433
P1 1.610 -0.535 2.571  0.923
C23 0.688 -1.712 3.655  -0.378
C24 1.282 -2.316 4.942  -0.116
C25 3.346 -1.132 2.492  -0.401
C26 3.559 -2.508 1.885  -0.150
H45 2.516 1.909 5.289  0.066
H46 3.237 0.405 4.828  0.065
H47 1.451 0.588 5.449  0.094
H48 2.486 1.739 2.923  0.076
H49 0.831 1.569 3.303  0.069
H50 0.444 -2.583 2.948  0.086
H51 -0.300 -1.263 3.774  0.046
H52 1.927 -3.132 4.622  0.066
H53 0.486 -2.646 5.547  0.061
H54 2.005 -1.714 5.566  0.084
H55 3.714 -1.177 3.596  0.111
H56 3.921 -0.415 1.903  0.062
H57 2.770 -3.251 2.192  0.086
H58 4.505 -2.927 2.174  0.077
H59 3.555 -2.418 0.810  0.036

=====

Calculated total energy, record by record: -76684.057, -8830.463, -9754.951, -1356358.969, -72236.734 eV